Record 1
Density functional theory data (ωB97M-V with the def2-TZVPD basis set) for a 2-piece molecular cluster, C4H14N2O2 overall in a non-equilibrium geometry.

Geometry as XYZ:
```
22
Properties=species:S:1:pos:R:3
N 0.213 0.584 -1.911
C 0.191 -0.051 -0.592
C -0.262 0.980 0.437
C -1.767 1.113 0.455
O -2.266 1.724 -0.720
C 1.529 -0.648 -0.212
N 2.025 -1.569 -1.252
H 0.711 -0.038 -2.550
H 0.828 1.387 -1.856
H -1.769 1.363 -1.469
H -0.553 -0.845 -0.632
H 0.159 1.950 0.134
H 0.164 0.814 1.426
H -2.192 0.117 0.594
H -2.115 1.733 1.293
H 1.503 -1.126 0.779
H 2.275 0.149 -0.089
H 3.004 -1.748 -1.119
H 1.481 -2.426 -1.273
H -0.316 -1.338 3.092
H -1.732 -0.757 2.935
O -1.110 -1.367 2.528
```

Summary:
ΔE to the lowest compared entry with this formula, charge and spin = 55.53 kJ/mol
charge = 0
gap between HOMO and LUMO = 10.046 eV
DFT total energy = -11450.115 eV
LUMO = 0.62 eV
max |F| = 1.01 eV/A

Record 2
Density functional theory data (ωB97M-V with the def2-TZVPD basis set) for a 3-piece molecular cluster, C4H14N2O2 overall in a non-equilibrium geometry.

Geometry as XYZ:
```
22
Properties=species:S:1:pos:R:3
C -2.243 -1.748 -1.118
C -1.182 -0.811 -1.624
C -1.312 0.684 -1.328
C 0.609 1.826 -0.258
N -0.352 1.054 -0.278
N -2.630 -1.419 0.256
H -1.870 -2.780 -1.163
H -3.177 -1.821 -1.678
H -0.192 -1.101 -1.271
H -1.139 -0.947 -2.711
H -2.300 0.933 -0.944
H -1.123 1.383 -2.151
H 1.062 2.011 0.722
H 1.005 2.421 -1.086
H -1.882 -1.455 0.943
H -3.332 -2.028 0.636
H 5.521 1.016 1.082
H 7.019 1.135 1.223
O 6.313 1.115 0.568
H -0.469 0.309 2.349
H -0.448 -0.460 3.702
O -0.465 -0.562 2.746
```

Summary:
ΔE to the lowest compared entry with this formula, charge and spin = 318.87 kJ/mol
charge = +1
gap between HOMO and LUMO (spin up / spin down) = 7.909 / 4.043 eV
DFT total energy = -11440.088 eV
spin multiplicity = 2
LUMO (spin up / spin down) = -4.89 / -8.61 eV
max |F| = 2.46 eV/A

Record 3
Density functional theory data (ωB97M-V with the def2-TZVPD basis set) for a 2-piece molecular cluster, C4H14N2OS overall in a non-equilibrium geometry.

Geometry as XYZ:
```
22
Properties=species:S:1:pos:R:3
C 1.601 0.058 -0.246
N 0.386 -0.276 -1.020
C -0.366 0.795 -1.667
C -1.440 1.524 -0.825
S -3.087 1.602 -1.590
C 1.311 0.674 1.174
N 1.385 -0.286 2.276
H 2.062 0.788 -0.912
H 2.016 -1.018 -0.188
H -0.329 -0.879 -0.611
H 0.358 1.552 -1.996
H -0.857 0.381 -2.551
H -1.209 2.614 -0.757
H -1.547 1.058 0.157
H -2.607 1.396 -2.827
H 0.332 1.168 1.035
H 2.040 1.499 1.304
H 1.388 0.206 3.177
H 0.545 -0.866 2.265
H -0.395 -4.722 1.190
H -0.781 -3.375 1.713
O -0.807 -3.895 0.899
```

Summary:
ΔE to the lowest compared entry with this formula, charge and spin = 134.07 kJ/mol
charge = 0
gap between HOMO and LUMO = 9.009 eV
DFT total energy = -20236.639 eV
LUMO = 0.56 eV
max |F| = 3.05 eV/A

Record 4
Density functional theory data (ωB97M-V with the def2-TZVPD basis set) for a 2-piece molecular cluster, C4H14N2OS2 overall in a non-equilibrium geometry.

Geometry as XYZ:
```
23
Properties=species:S:1:pos:R:3
S -3.660 -0.042 -1.462
S -2.401 1.247 -0.528
C -0.654 1.061 -0.927
C 0.131 -0.025 -0.146
C 1.644 0.233 -0.108
N 2.149 -0.622 1.097
N -0.115 -1.291 -0.838
C -0.020 -2.514 0.001
H -3.849 -1.030 -0.408
H -0.517 0.970 -1.981
H -0.133 1.980 -0.475
H -0.306 0.051 0.820
H 1.702 1.309 0.318
H 2.332 0.064 -0.950
H 2.527 -1.530 0.771
H 2.886 -0.209 1.370
H 0.216 -1.367 -1.726
H -0.627 -3.277 -0.474
H 1.062 -2.776 0.289
H -0.444 -2.259 1.006
H 0.113 3.552 1.289
H -1.323 3.188 1.897
O -0.715 3.288 1.167
```

Summary:
ΔE to the lowest compared entry with this formula, charge and spin = 194.89 kJ/mol
charge = 0
gap between HOMO and LUMO = 8.686 eV
DFT total energy = -31070.729 eV
LUMO = 0.60 eV
max |F| = 8.54 eV/A